1.
Entry from the Open Molecules 2025 dataset: a structure of composition C15H12BrCl5N2O3PPbS (ωB97M-V/def2-TZVPD).

Output
Net charge   -1
Gap between HOMO and LUMO   7.545 eV

Positions of all 41 atoms, in Å:
Pb: 0.724 0.533 -0.638
Br: 1.430 -1.574 4.814
C: 0.037 -0.348 4.415
C: -0.496 0.445 5.421
N: -1.497 1.275 5.196
C: -1.984 1.364 3.970
C: -1.478 0.648 2.889
C: -0.452 -0.258 3.125
C: -2.053 0.827 1.493
O: -3.136 1.382 1.370
O: -1.369 0.336 0.539
H: -0.107 0.418 6.431
H: -2.812 2.047 3.832
H: -0.060 -0.855 2.315
O: 3.183 -2.004 -2.161
S: 2.311 -2.516 -1.089
N: 1.335 -1.579 -0.485
C: -1.851 -1.609 -3.266
P: -1.768 -0.781 -1.589
C: -3.261 0.292 -1.731
C: -2.416 -2.212 -0.626
H: -2.827 -2.032 -3.505
H: -1.107 -2.405 -3.259
H: -1.576 -0.889 -4.035
H: -4.140 -0.285 -2.012
H: -3.072 1.058 -2.482
H: -3.431 0.783 -0.776
H: -3.388 -2.519 -1.010
H: -2.503 -1.937 0.419
H: -1.710 -3.035 -0.725
Cl: -0.062 3.204 1.349
C: 1.217 2.337 2.134
C: 1.745 1.204 1.519
C: 2.793 0.596 2.204
Cl: 3.540 -0.805 1.540
C: 3.285 1.065 3.422
Cl: 4.605 0.286 4.198
C: 2.690 2.170 4.019
Cl: 3.243 2.739 5.543
C: 1.644 2.815 3.369
Cl: 0.880 4.167 4.111

Atom charges from the Löwdin analysis, given in e for atoms 1 to 6: atom 1 (Pb): 1.07, atom 2 (Br): 0.76, atom 3 (C): -0.64, atom 4 (C): -0.20, atom 5 (N): 0.07, atom 6 (C): -0.09


2.
Entry from the Open Molecules 2025 dataset: a cluster of 2 separate species, C7H13I2NO6PS in total (ωB97M-V/def2-TZVPD).

Output
Net charge   -1
Gap between HOMO and LUMO   6.103 eV

Positions of all 31 atoms, in Å:
C: 3.038 1.403 1.657
O: 2.624 0.065 1.870
C: 2.814 -0.753 0.723
C: 1.505 -1.507 0.434
O: 1.541 -2.533 -0.149
O: 0.377 -0.913 0.915
C: -0.725 -1.077 0.059
P: -1.971 -2.125 1.019
S: -1.247 -3.874 1.494
C: -1.332 0.310 -0.291
I: 0.201 1.479 -1.302
C: -1.968 1.049 0.952
C: -3.499 0.886 1.038
I: -1.634 3.206 0.753
H: 3.377 1.821 2.611
H: 2.188 1.994 1.294
H: 3.885 1.489 0.967
H: 3.141 -0.194 -0.155
H: 3.522 -1.534 1.012
H: -0.496 -1.554 -0.896
H: -3.195 -2.172 0.300
H: -2.278 -1.445 2.230
H: -2.136 0.181 -1.022
H: -1.453 0.785 1.876
H: -3.927 1.028 0.043
H: -3.901 1.635 1.722
H: -3.805 -0.083 1.444
N: 1.340 0.608 -5.153
O: 0.752 -0.175 -5.926
O: 1.312 1.840 -5.364
O: 1.949 0.162 -4.153

Atom charges from the Löwdin analysis, given in e for atoms 1 to 6: atom 1 (C): -0.11, atom 2 (O): -0.18, atom 3 (C): -0.10, atom 4 (C): -0.47, atom 5 (O): 0.14, atom 6 (O): -0.08


3.
Entry from the Open Molecules 2025 dataset: a cluster of 2 separate species, C7H16N2O in total (ωB97M-V/def2-TZVPD).

Output
Net charge   0
SMILES   CC(=O)N(C)C.C=CCN
ΔE to the lowest compared entry with this formula, charge and spin   330.7 kJ/mol
Gap between HOMO and LUMO   8.590 eV

Positions of all 26 atoms, in Å:
C: -1.340 -0.354 2.027
C: -0.791 0.523 0.931
O: -0.243 1.581 1.155
N: -0.947 0.090 -0.433
C: -1.382 1.165 -1.345
C: -1.701 -1.147 -0.665
H: -0.980 -1.377 1.963
H: -1.007 0.053 2.979
H: -2.430 -0.364 1.988
H: -1.114 0.884 -2.363
H: -0.840 2.065 -1.069
H: -2.461 1.323 -1.296
H: -2.732 -1.077 -0.314
H: -1.749 -1.320 -1.739
H: -1.217 -1.975 -0.151
C: 1.768 1.016 -1.332
C: 1.245 -0.181 -0.978
C: 1.843 -0.942 0.419
N: 2.424 -0.035 1.371
H: 2.146 1.183 -2.328
H: 1.810 1.839 -0.635
H: 1.147 -0.942 -1.745
H: 1.082 -1.555 0.912
H: 2.614 -1.621 0.042
H: 1.734 0.631 1.707
H: 3.124 0.535 0.897

Atom charges from the Löwdin analysis, given in e for atoms 1 to 6: atom 1 (C): 0.00, atom 2 (C): -0.49, atom 3 (O): 0.06, atom 4 (N): -0.21, atom 5 (C): -0.05, atom 6 (C): -0.07


4.
Entry from the Open Molecules 2025 dataset: an isolated molecule of C3H3N3O (ωB97M-V/def2-TZVPD).

Output
Net charge   0
SMILES   [H]/N=c1/ncnco1
ΔE to the lowest compared entry with this formula, charge and spin   274.1 kJ/mol
Gap between HOMO and LUMO   9.704 eV

Positions of all 10 atoms, in Å:
H: 0.549 -1.264 -2.628
N: 1.119 -0.949 -1.906
C: 0.572 -0.522 -0.813
N: 1.239 -0.043 0.393
C: 0.699 0.628 1.287
N: -0.709 1.191 1.224
C: -1.362 0.473 0.337
O: -0.791 -0.822 -0.341
H: 1.105 0.750 2.326
H: -2.422 0.559 0.121

Atom charges from the Löwdin analysis, given in e for atoms 1 to 6: atom 1 (H): 0.03, atom 2 (N): 0.18, atom 3 (C): -0.38, atom 4 (N): 0.12, atom 5 (C): -0.18, atom 6 (N): 0.09


5.
Entry from the Open Molecules 2025 dataset: a structure of composition C47H50AsBrClGeN3O3Re (ωB97M-V/def2-TZVPD).

Output
Net charge   +3
ΔE to the lowest compared entry with this formula, charge and spin   0.0 kJ/mol
Gap between HOMO and LUMO (spin up / spin down)   3.555 / 2.397 eV

Positions of all 108 atoms, in Å:
Re: 0.227 0.016 0.093
O: 3.264 2.931 -1.738
C: 3.745 2.173 -2.727
C: 4.752 2.697 -3.530
C: 5.266 1.934 -4.556
C: 4.807 0.631 -4.825
C: 3.818 0.105 -4.047
C: 3.261 0.860 -2.979
C: 2.242 0.267 -2.219
O: 1.655 0.849 -1.253
N: 2.689 -1.709 0.397
N: 2.070 -0.601 1.036
C: 2.776 0.066 1.878
C: 2.402 1.350 2.398
Br: 1.007 2.223 1.402
C: 3.016 2.039 3.380
C: 4.023 1.522 4.284
C: 4.053 0.181 4.698
C: 5.049 -0.258 5.549
C: 6.024 0.629 5.993
C: 5.987 1.965 5.612
C: 4.981 2.416 4.779
H: 2.568 2.439 -1.273
H: 5.111 3.698 -3.334
H: 6.048 2.354 -5.176
H: 5.235 0.064 -5.639
H: 3.435 -0.893 -4.228
H: 1.933 -0.752 -2.475
H: 3.695 -1.551 0.405
H: 3.755 -0.302 2.177
H: 2.748 3.084 3.507
H: 3.250 -0.493 4.418
H: 5.057 -1.283 5.894
H: 6.798 0.283 6.664
H: 6.733 2.655 5.981
H: 4.942 3.460 4.492
O: -0.650 -2.370 -1.370
N: -0.277 -1.360 -0.772
C: 3.579 -3.734 -4.700
C: 4.036 -4.156 -3.458
C: 3.169 -4.183 -2.374
C: 1.839 -3.786 -2.525
C: 1.388 -3.369 -3.780
C: 2.257 -3.339 -4.861
Ge: 0.552 -4.003 -1.117
C: -0.791 -5.318 -1.417
C: -2.067 -5.234 -0.852
C: -2.991 -6.238 -1.081
C: -2.645 -7.332 -1.866
C: -1.385 -7.418 -2.437
C: -0.457 -6.409 -2.220
C: 1.096 -3.641 0.704
C: 0.272 -4.079 1.702
C: 0.591 -3.940 3.070
C: 1.848 -3.419 3.450
C: 2.740 -3.023 2.512
C: 2.438 -3.042 1.046
H: 4.250 -3.734 -5.549
H: 5.059 -4.488 -3.340
H: 3.535 -4.562 -1.427
H: 0.348 -3.097 -3.927
H: 1.897 -3.032 -5.835
H: -2.356 -4.372 -0.260
H: -3.983 -6.171 -0.654
H: -3.369 -8.117 -2.040
H: -1.124 -8.266 -3.055
H: 0.522 -6.477 -2.682
H: -0.657 -4.578 1.448
H: -0.108 -4.278 3.823
H: 2.114 -3.392 4.500
H: 3.737 -2.711 2.807
H: 3.215 -3.643 0.556
C: -3.813 -0.067 -1.096
C: -3.304 1.355 -0.875
As: -1.402 1.487 -1.207
C: -1.218 0.941 -3.071
C: -2.274 1.472 -4.037
C: -0.984 3.385 -1.037
C: -1.663 4.313 -2.039
H: -4.853 -0.154 -0.780
H: -3.230 -0.802 -0.532
H: -3.771 -0.352 -2.146
H: -3.466 1.696 0.145
H: -3.798 2.071 -1.533
H: -1.246 -0.150 -3.032
H: -0.211 1.222 -3.386
H: -3.288 1.323 -3.664
H: -2.199 0.938 -4.984
H: -2.146 2.529 -4.247
H: 0.102 3.486 -1.100
H: -1.281 3.642 -0.015
H: -1.244 4.195 -3.036
H: -1.502 5.348 -1.739
H: -2.739 4.153 -2.093
Cl: -4.086 3.004 5.023
C: -3.113 1.934 4.140
C: -3.677 1.170 3.107
C: -2.883 0.309 2.397
C: -1.503 0.161 2.691
C: -0.698 -0.807 2.006
C: -0.969 0.938 3.756
C: -1.751 1.804 4.467
H: -4.737 1.256 2.907
H: -3.319 -0.319 1.628
H: -1.281 -1.618 1.569
H: 0.140 -1.184 2.587
H: 0.073 0.808 4.026
H: -1.353 2.377 5.293

Atom charges from the Löwdin analysis, given in e for atoms 1 to 6: atom 1 (Re): 1.10, atom 2 (O): 0.11, atom 3 (C): -0.23, atom 4 (C): 0.03, atom 5 (C): 0.00, atom 6 (C): -0.04


6.
Entry from the Open Molecules 2025 dataset: a structure of composition C35H55N6O8SSi4W (ωB97M-V/def2-TZVPD).

Output
Net charge   +1
ΔE to the lowest compared entry with this formula, charge and spin   258.2 kJ/mol
Gap between HOMO and LUMO (spin up / spin down)   5.446 / 6.902 eV
Multiplicity   3

Positions of all 110 atoms, in Å:
W: 0.804 -0.592 -0.351
C: -4.241 -2.918 -0.361
N: -3.050 -2.125 -0.568
C: -2.374 -2.076 -1.857
C: -1.171 -1.165 -1.562
O: 0.003 -1.954 -1.335
N: -1.475 -0.580 -0.240
C: -2.484 -1.249 0.272
N: -2.997 -0.980 1.495
H: -4.870 -2.844 -1.249
H: -4.802 -2.547 0.494
H: -3.991 -3.968 -0.197
H: -3.043 -1.652 -2.611
H: -2.040 -3.064 -2.179
H: -2.412 -0.427 2.102
H: -3.513 -1.695 1.982
O: 1.783 -2.494 0.274
C: 0.946 -2.481 1.208
O: 0.352 -1.335 1.398
C: 0.595 -3.585 2.101
C: -0.616 -3.511 2.792
C: -0.962 -4.477 3.721
C: -0.093 -5.516 4.023
C: 1.093 -5.583 3.318
C: 1.443 -4.666 2.345
N: 2.034 -6.663 3.638
O: 3.058 -6.715 2.990
O: 1.726 -7.424 4.529
N: -2.244 -4.379 4.391
O: -3.069 -3.599 3.940
O: -2.434 -5.071 5.358
H: -1.297 -2.703 2.596
H: -0.327 -6.246 4.784
H: 2.377 -4.771 1.811
C: -0.795 3.920 -1.616
Si: 0.605 2.843 -2.299
C: 2.122 2.986 -1.157
C: 1.166 3.546 -3.963
Si: -0.237 0.456 -2.474
Si: -1.970 0.686 -4.076
C: -3.600 1.023 -3.146
C: -1.778 2.027 -5.396
C: -2.070 -0.942 -5.065
Si: 1.330 -1.122 -3.541
C: 2.956 -0.955 -2.558
C: 1.185 -2.972 -3.918
C: 1.753 -0.299 -5.200
H: -0.418 4.908 -1.343
H: -1.252 3.476 -0.730
H: -1.586 4.058 -2.357
H: 1.981 3.764 -0.404
H: 3.017 3.238 -1.730
H: 2.304 2.047 -0.643
H: 1.281 4.630 -3.885
H: 0.449 3.348 -4.761
H: 2.126 3.129 -4.270
H: -3.831 2.089 -3.170
H: -3.542 0.722 -2.097
H: -4.444 0.498 -3.599
H: -1.906 3.035 -4.999
H: -2.539 1.875 -6.165
H: -0.804 1.970 -5.887
H: -1.617 -1.775 -4.524
H: -1.530 -0.830 -6.006
H: -3.097 -1.216 -5.315
H: 2.980 -1.620 -1.696
H: 3.143 0.075 -2.255
H: 3.801 -1.253 -3.185
H: 0.915 -3.540 -3.029
H: 2.146 -3.341 -4.280
H: 0.443 -3.179 -4.692
H: 2.028 0.752 -5.079
H: 0.904 -0.337 -5.885
H: 2.587 -0.811 -5.685
C: 4.814 -0.047 0.250
C: 3.546 0.201 1.052
C: 3.483 -0.742 2.252
O: 2.404 0.076 0.207
H: 5.685 0.109 0.886
H: 4.877 0.632 -0.599
H: 4.823 -1.075 -0.112
H: 3.552 1.232 1.425
H: 3.665 -1.769 1.938
H: 2.514 -0.683 2.750
H: 4.248 -0.465 2.979
N: 0.144 1.307 0.788
S: 0.851 2.244 1.895
C: 0.356 1.759 3.578
C: -0.255 0.546 3.831
C: -0.608 0.214 5.133
C: -0.351 1.098 6.170
C: 0.266 2.313 5.904
C: 0.625 2.649 4.610
C: -0.100 3.778 1.886
C: -1.471 3.755 2.096
C: -2.177 4.946 2.073
C: -1.515 6.147 1.843
C: -0.144 6.159 1.639
C: 0.571 4.969 1.663
H: -0.865 1.352 0.895
H: -0.423 -0.150 3.024
H: -1.091 -0.733 5.340
H: -0.616 0.834 7.185
H: 0.458 3.007 6.712
H: 1.111 3.595 4.405
H: -1.991 2.823 2.283
H: -3.245 4.937 2.242
H: -2.073 7.073 1.833
H: 0.371 7.091 1.453
H: 1.645 4.967 1.523

Atom charges from the Löwdin analysis, given in e for atoms 1 to 6: atom 1 (W): 1.57, atom 2 (C): -0.01, atom 3 (N): -0.07, atom 4 (C): -0.06, atom 5 (C): -0.62, atom 6 (O): -0.41


Repeat the third record exactly.
Entry from the Open Molecules 2025 dataset: a cluster of 2 separate species, C7H16N2O in total (ωB97M-V/def2-TZVPD).

Output
Net charge   0
SMILES   CC(=O)N(C)C.C=CCN
ΔE to the lowest compared entry with this formula, charge and spin   330.7 kJ/mol
Gap between HOMO and LUMO   8.590 eV

Positions of all 26 atoms, in Å:
C: -1.340 -0.354 2.027
C: -0.791 0.523 0.931
O: -0.243 1.581 1.155
N: -0.947 0.090 -0.433
C: -1.382 1.165 -1.345
C: -1.701 -1.147 -0.665
H: -0.980 -1.377 1.963
H: -1.007 0.053 2.979
H: -2.430 -0.364 1.988
H: -1.114 0.884 -2.363
H: -0.840 2.065 -1.069
H: -2.461 1.323 -1.296
H: -2.732 -1.077 -0.314
H: -1.749 -1.320 -1.739
H: -1.217 -1.975 -0.151
C: 1.768 1.016 -1.332
C: 1.245 -0.181 -0.978
C: 1.843 -0.942 0.419
N: 2.424 -0.035 1.371
H: 2.146 1.183 -2.328
H: 1.810 1.839 -0.635
H: 1.147 -0.942 -1.745
H: 1.082 -1.555 0.912
H: 2.614 -1.621 0.042
H: 1.734 0.631 1.707
H: 3.124 0.535 0.897

Atom charges from the Löwdin analysis, given in e for atoms 1 to 6: atom 1 (C): 0.00, atom 2 (C): -0.49, atom 3 (O): 0.06, atom 4 (N): -0.21, atom 5 (C): -0.05, atom 6 (C): -0.07


Repeat the first record exactly.
Entry from the Open Molecules 2025 dataset: a structure of composition C15H12BrCl5N2O3PPbS (ωB97M-V/def2-TZVPD).

Output
Net charge   -1
Gap between HOMO and LUMO   7.545 eV

Positions of all 41 atoms, in Å:
Pb: 0.724 0.533 -0.638
Br: 1.430 -1.574 4.814
C: 0.037 -0.348 4.415
C: -0.496 0.445 5.421
N: -1.497 1.275 5.196
C: -1.984 1.364 3.970
C: -1.478 0.648 2.889
C: -0.452 -0.258 3.125
C: -2.053 0.827 1.493
O: -3.136 1.382 1.370
O: -1.369 0.336 0.539
H: -0.107 0.418 6.431
H: -2.812 2.047 3.832
H: -0.060 -0.855 2.315
O: 3.183 -2.004 -2.161
S: 2.311 -2.516 -1.089
N: 1.335 -1.579 -0.485
C: -1.851 -1.609 -3.266
P: -1.768 -0.781 -1.589
C: -3.261 0.292 -1.731
C: -2.416 -2.212 -0.626
H: -2.827 -2.032 -3.505
H: -1.107 -2.405 -3.259
H: -1.576 -0.889 -4.035
H: -4.140 -0.285 -2.012
H: -3.072 1.058 -2.482
H: -3.431 0.783 -0.776
H: -3.388 -2.519 -1.010
H: -2.503 -1.937 0.419
H: -1.710 -3.035 -0.725
Cl: -0.062 3.204 1.349
C: 1.217 2.337 2.134
C: 1.745 1.204 1.519
C: 2.793 0.596 2.204
Cl: 3.540 -0.805 1.540
C: 3.285 1.065 3.422
Cl: 4.605 0.286 4.198
C: 2.690 2.170 4.019
Cl: 3.243 2.739 5.543
C: 1.644 2.815 3.369
Cl: 0.880 4.167 4.111

Atom charges from the Löwdin analysis, given in e for atoms 1 to 6: atom 1 (Pb): 1.07, atom 2 (Br): 0.76, atom 3 (C): -0.64, atom 4 (C): -0.20, atom 5 (N): 0.07, atom 6 (C): -0.09


What is the formula in the first record? C15H12BrCl5N2O3PPbS